{
  "formula": "C19H17ClN2O4S2",
  "method": "wB97M-V/def2-TZVPD",
  "largest_force_ev_per_a": 0.75,
  "smiles": "Cc1cc(Cl)ccc1OCC(=O)Nc1ccccc1NS(=O)(=O)c1cccs1",
  "gap_ev": 8.85,
  "homo_ev": -8.60,
  "total_charge": 0,
  "lumo_energy_ev": 0.25,
  "e_tot_ha": -2401.2738,
  "elements": ["C", "C", "C", "C", "Cl", "C", "C", "C", "O", "C", "C", "O", "N", "C", "C", "C", "C", "C", "C", "N", "S", "O", "O", "C", "C", "C", "C", "S", "H", "H", "H", "H", "H", "H", "H", "H", "H", "H", "H", "H", "H", "H", "H", "H", "H"],
  "positions_angstrom": [[-2.988, -0.413, -2.660], [-2.909, -0.378, -1.166], [-2.729, -1.553, -0.448], [-2.653, -1.526, 0.932], [-2.359, -2.995, 1.791], [-2.787, -0.341, 1.637], [-2.953, 0.833, 0.930], [-2.989, 0.827, -0.461], [-3.140, 2.036, -1.118], [-1.949, 2.604, -1.645], [-0.915, 2.883, -0.546], [-0.734, 3.981, -0.074], [-0.273, 1.742, -0.173], [0.611, 1.547, 0.884], [1.224, 2.605, 1.551], [2.092, 2.370, 2.600], [2.363, 1.076, 3.008], [1.761, 0.015, 2.355], [0.885, 0.234, 1.300], [0.261, -0.868, 0.669], [0.693, -1.340, -0.874], [0.107, -0.430, -1.818], [0.372, -2.725, -0.977], [2.444, -1.116, -0.912], [3.404, -2.028, -0.596], [4.697, -1.467, -0.635], [4.679, -0.147, -0.963], [3.089, 0.442, -1.241], [-3.499, 0.471, -3.035], [-3.518, -1.302, -2.991], [-1.979, -0.447, -3.073], [-2.632, -2.489, -0.976], [-2.746, -0.337, 2.714], [-3.043, 1.777, 1.446], [-1.501, 1.953, -2.408], [-2.262, 3.550, -2.091], [-0.481, 0.904, -0.708], [0.997, 3.611, 1.239], [2.556, 3.205, 3.103], [3.037, 0.888, 3.829], [1.955, -1.001, 2.670], [0.227, -1.691, 1.255], [3.178, -3.053, -0.367], [5.594, -2.021, -0.428], [5.514, 0.518, -1.062]],
  "atomic_forces_ev_per_a": [[0.1, 0.1, 0.0], [-0.1, 0.4, 0.1], [-0.1, 0.0, 0.2], [-0.2, 0.2, -0.2], [0.1, -0.3, 0.2], [0.0, -0.1, -0.1], [-0.1, 0.0, -0.2], [-0.1, -0.3, 0.1], [-0.2, -0.2, 0.2], [0.1, 0.2, -0.1], [-0.2, -0.2, -0.3], [0.0, 0.3, 0.1], [0.2, -0.2, -0.1], [0.0, 0.1, 0.3], [0.0, 0.2, 0.0], [0.0, -0.1, 0.0], [0.0, -0.1, 0.1], [-0.1, 0.0, -0.1], [0.2, 0.6, 0.1], [0.0, -0.3, -0.7], [0.5, -0.3, 0.3], [0.3, 0.2, 0.0], [0.1, -0.2, 0.2], [-0.6, 0.3, -0.2], [-0.3, -0.1, 0.0], [0.0, 0.1, 0.0], [-0.4, 0.2, -0.1], [0.4, -0.3, 0.0], [0.0, 0.0, -0.1], [0.0, 0.0, -0.1], [0.0, 0.0, -0.1], [0.0, -0.1, 0.0], [0.0, 0.0, 0.1], [0.0, 0.1, 0.0], [-0.1, 0.0, 0.0], [0.2, -0.1, 0.1], [-0.1, 0.4, 0.1], [0.0, 0.0, 0.0], [0.0, 0.1, 0.0], [0.1, 0.0, 0.1], [0.1, -0.1, 0.0], [-0.1, -0.2, 0.0], [0.0, -0.2, 0.1], [0.2, -0.1, 0.0], [0.2, 0.1, 0.0]]
}



{
  "formula": "C19H17CrF5NO4",
  "method": "wB97M-V/def2-TZVPD",
  "relative_energy_ev": 0.000,
  "largest_force_ev_per_a": 1.90,
  "gap_ev": [6.67, 7.34],
  "homo_ev": [-3.87, -4.57],
  "total_charge": -1,
  "spin_multiplicity": 5,
  "lumo_energy_ev": [2.79, 2.77],
  "e_tot_ha": -2633.8238,
  "elements": ["Cr", "O", "C", "C", "O", "O", "C", "C", "C", "C", "C", "C", "C", "C", "C", "C", "C", "C", "H", "H", "H", "H", "H", "H", "H", "H", "H", "H", "H", "N", "C", "O", "C", "C", "H", "H", "H", "H", "H", "H", "F", "C", "F", "C", "F", "F", "F"],
  "positions_angstrom": [[-1.554, -1.911, -0.570], [1.095, -0.042, 0.895], [0.707, 1.270, 0.632], [-0.704, 1.117, -0.119], [-1.277, 2.158, -0.415], [-1.101, -0.066, -0.328], [0.437, 2.015, 1.936], [-0.004, 3.337, 1.987], [-0.232, 3.966, 3.200], [-0.037, 3.291, 4.396], [0.342, 1.960, 4.358], [0.564, 1.327, 3.145], [1.706, 1.943, -0.298], [2.847, 1.241, -0.692], [3.827, 1.839, -1.471], [3.678, 3.149, -1.897], [2.506, 3.824, -1.595], [1.526, 3.226, -0.817], [1.925, -0.043, 1.387], [-0.220, 3.874, 1.079], [-0.578, 4.993, 3.212], [-0.208, 3.789, 5.342], [0.456, 1.402, 5.280], [0.802, 0.272, 3.143], [2.964, 0.202, -0.416], [4.709, 1.274, -1.746], [4.454, 3.627, -2.483], [2.348, 4.827, -1.973], [0.596, 3.747, -0.656], [-3.104, -4.874, -2.681], [-2.696, -3.673, -2.173], [-2.331, -3.610, -0.994], [-2.873, -2.427, -2.980], [-3.029, -1.306, -1.933], [-2.841, -5.674, -2.123], [-2.998, -4.997, -3.675], [-3.722, -2.556, -3.669], [-1.979, -2.239, -3.587], [-4.057, -1.360, -1.543], [-2.944, -0.333, -2.423], [0.075, -2.748, 1.706], [-0.036, -3.065, 0.338], [1.241, -2.802, -0.197], [-0.061, -4.591, 0.357], [1.024, -5.174, 0.929], [-0.117, -5.109, -0.897], [-1.127, -5.071, 1.027]],
  "atomic_forces_ev_per_a": [[0.0, 1.4, 0.2], [0.4, -0.4, 0.2], [-1.0, -0.3, -0.4], [0.1, -0.2, 0.0], [0.0, 0.1, 0.0], [0.7, 1.4, 0.5], [0.0, 0.0, 0.2], [0.0, 0.1, 0.0], [0.0, 0.0, 0.0], [0.0, 0.0, 0.0], [0.0, 0.1, 0.1], [0.0, 0.0, -0.1], [0.2, 0.1, -0.2], [0.0, 0.0, 0.1], [0.0, 0.1, 0.0], [0.1, -0.1, -0.1], [0.0, 0.0, 0.0], [0.0, 0.0, 0.0], [0.0, 0.0, 0.0], [0.0, 0.0, 0.0], [0.0, 0.0, 0.0], [0.0, 0.0, 0.0], [0.0, 0.0, 0.0], [0.0, 0.0, 0.0], [0.0, 0.0, 0.1], [0.0, 0.0, 0.0], [0.0, 0.0, 0.0], [0.0, 0.0, 0.0], [0.0, 0.0, 0.1], [0.5, 0.0, 0.1], [-0.8, -0.5, -0.2], [-0.8, -1.6, -0.7], [-0.2, 0.3, 0.0], [-0.5, 0.1, -0.7], [0.0, 0.0, 0.0], [-0.2, 0.1, 0.0], [0.2, -0.2, -0.1], [0.0, -0.1, 0.0], [0.0, 0.0, 0.1], [0.1, 0.0, 0.1], [0.2, -0.1, 0.0], [0.9, 0.0, 0.6], [0.0, 0.0, 0.1], [0.0, -0.5, 0.0], [-0.1, 0.2, 0.0], [0.1, 0.1, 0.0], [0.0, 0.1, 0.0]]
}



{
  "formula": "C19H17CuN8SbSe4",
  "method": "wB97M-V/def2-TZVPD",
  "relative_energy_ev": 0.475,
  "largest_force_ev_per_a": 0.47,
  "gap_ev": [5.85, 5.50],
  "homo_ev": [-1.77, -1.76],
  "total_charge": -2,
  "spin_multiplicity": 2,
  "lumo_energy_ev": [4.08, 3.74],
  "e_tot_ha": -12658.8955,
  "elements": ["Cu", "C", "C", "C", "C", "C", "C", "N", "C", "C", "C", "C", "C", "C", "N", "N", "C", "C", "C", "C", "C", "N", "H", "H", "H", "H", "H", "H", "H", "H", "H", "H", "H", "H", "H", "N", "C", "N", "N", "C", "N", "H", "H", "H", "H", "Se", "Sb", "Se", "Se", "Se"],
  "positions_angstrom": [[-0.446, 0.666, 0.552], [-5.561, -0.768, 2.216], [-5.119, -0.552, 0.916], [-3.778, -0.692, 0.594], [-2.842, -1.043, 1.572], [-3.291, -1.240, 2.884], [-4.636, -1.109, 3.196], [-1.488, -1.065, 1.243], [-0.706, -2.077, 1.538], [-1.152, -3.377, 1.975], [-0.269, -4.360, 2.304], [1.136, -4.169, 2.229], [1.611, -2.961, 1.800], [0.731, -1.926, 1.427], [1.141, -0.713, 0.971], [2.355, -0.362, 1.068], [2.540, 0.964, 0.655], [3.850, 1.421, 0.479], [4.050, 2.740, 0.134], [2.949, 3.574, -0.044], [1.686, 3.034, 0.132], [1.487, 1.770, 0.492], [-6.606, -0.636, 2.469], [-5.817, -0.242, 0.148], [-3.422, -0.480, -0.407], [-2.563, -1.458, 3.656], [-4.960, -1.248, 4.221], [-2.217, -3.554, 2.042], [-0.653, -5.322, 2.629], [1.811, -4.973, 2.497], [2.673, -2.767, 1.716], [4.668, 0.728, 0.622], [5.056, 3.121, -0.004], [3.062, 4.615, -0.317], [0.789, 3.623, -0.027], [-1.013, 4.021, 1.952], [-0.016, 4.398, 2.727], [0.343, 5.722, 2.698], [0.649, 3.600, 3.558], [0.273, 2.340, 3.406], [-0.148, 1.286, 3.168], [-1.488, 4.629, 1.277], [-1.379, 3.079, 2.013], [0.107, 6.218, 1.852], [1.273, 5.883, 3.048], [-4.231, 3.434, 1.145], [-3.261, 3.399, -1.170], [-1.520, 1.668, -1.458], [-2.456, 5.673, -0.601], [-4.912, 3.340, -2.932]],
  "atomic_forces_ev_per_a": [[-0.3, 0.0, -0.2], [0.0, 0.0, 0.0], [0.0, 0.0, 0.0], [0.0, 0.0, 0.0], [-0.1, 0.0, -0.1], [0.0, 0.0, 0.0], [0.0, 0.0, 0.0], [0.2, 0.1, 0.3], [0.0, 0.1, -0.1], [0.0, -0.1, 0.0], [0.0, 0.0, 0.0], [0.0, 0.0, 0.0], [0.0, 0.0, 0.0], [0.0, 0.0, 0.0], [0.0, 0.0, 0.0], [0.0, -0.1, 0.1], [0.0, 0.1, -0.1], [0.0, 0.0, 0.0], [0.0, 0.0, 0.0], [0.0, 0.0, 0.0], [0.0, 0.0, -0.1], [0.0, 0.0, 0.1], [0.0, 0.0, 0.0], [0.0, 0.0, 0.0], [0.0, 0.0, 0.0], [0.0, 0.0, 0.0], [0.0, 0.0, 0.0], [0.0, 0.0, 0.0], [0.0, 0.0, 0.0], [0.0, 0.0, 0.0], [0.0, 0.0, 0.0], [0.0, 0.0, 0.0], [0.0, 0.0, 0.0], [0.0, 0.0, 0.0], [0.0, 0.0, 0.0], [-0.2, -0.2, -0.1], [0.0, 0.1, 0.1], [0.1, 0.0, 0.0], [0.1, 0.1, -0.1], [-0.3, 0.1, -0.1], [0.2, -0.3, 0.3], [0.1, 0.1, 0.1], [0.0, 0.0, 0.0], [-0.1, 0.0, 0.0], [0.0, 0.0, 0.0], [0.0, 0.0, -0.1], [-0.1, -0.2, -0.1], [0.1, 0.1, 0.1], [0.1, 0.1, 0.0], [0.1, 0.0, 0.0]]
}



{
  "formula": "C19H17F4NO5",
  "method": "wB97M-V/def2-TZVPD",
  "relative_energy_ev": 0.000,
  "largest_force_ev_per_a": 0.76,
  "smiles": "O=C(O)c1cccc(NC(=O)[C@@H]2[C@@H](C(=O)OCC(F)(F)C(F)F)[C@H]3C=C[C@@H]2C3)c1",
  "gap_ev": 9.20,
  "homo_ev": -8.66,
  "total_charge": 0,
  "lumo_energy_ev": 0.53,
  "e_tot_ha": -1564.7059,
  "elements": ["O", "C", "O", "C", "C", "C", "C", "C", "N", "C", "O", "C", "C", "C", "O", "O", "C", "C", "F", "F", "C", "F", "F", "C", "C", "C", "C", "C", "C", "H", "H", "H", "H", "H", "H", "H", "H", "H", "H", "H", "H", "H", "H", "H", "H", "H"],
  "positions_angstrom": [[0.899, 0.118, -7.832], [1.221, -0.028, -6.678], [2.505, -0.037, -6.296], [0.270, -0.210, -5.558], [-1.093, -0.221, -5.847], [-2.006, -0.389, -4.822], [-1.567, -0.544, -3.521], [-0.203, -0.535, -3.226], [0.169, -0.698, -1.891], [1.417, -0.719, -1.341], [2.456, -0.598, -1.946], [1.329, -0.898, 0.171], [0.767, 0.376, 0.852], [-0.653, 0.194, 1.308], [-1.462, -0.490, 0.733], [-0.940, 0.929, 2.393], [-2.247, 0.834, 2.918], [-2.201, 0.242, 4.330], [-1.616, -0.978, 4.325], [-3.470, 0.045, 4.772], [-1.478, 1.123, 5.376], [-0.176, 1.248, 5.079], [-2.012, 2.359, 5.364], [1.822, 0.683, 1.945], [1.808, -0.486, 2.900], [2.337, -1.526, 2.269], [2.696, -1.075, 0.875], [3.096, 0.378, 1.148], [0.721, -0.367, -4.252], [3.079, 0.084, -7.068], [-1.410, -0.097, -6.870], [-3.064, -0.399, -5.036], [-2.280, -0.676, -2.719], [-0.606, -0.808, -1.244], [0.682, -1.757, 0.372], [0.748, 1.209, 0.139], [-2.689, 1.834, 2.970], [-2.858, 0.178, 2.285], [-1.578, 0.698, 6.387], [1.720, 1.666, 2.393], [1.393, -0.443, 3.888], [2.441, -2.536, 2.621], [3.396, -1.688, 0.316], [3.997, 0.454, 1.753], [3.208, 0.969, 0.241], [1.776, -0.360, -4.038]],
  "atomic_forces_ev_per_a": [[0.0, 0.0, 0.1], [0.0, 0.1, -0.7], [0.4, 0.0, 0.4], [-0.4, -0.1, 0.3], [0.3, 0.0, -0.1], [0.0, 0.0, 0.0], [0.2, 0.0, 0.0], [0.0, 0.1, -0.4], [-0.4, -0.1, 0.1], [-0.4, -0.1, 0.6], [0.3, 0.0, -0.2], [0.2, -0.1, -0.2], [-0.1, 0.1, 0.1], [0.0, 0.0, -0.2], [-0.1, -0.1, 0.0], [0.3, 0.2, 0.2], [-0.7, -0.3, 0.1], [0.2, 0.3, -0.1], [0.3, 0.0, -0.1], [-0.1, 0.3, -0.1], [-0.3, -0.6, 0.4], [0.4, -0.1, -0.2], [-0.3, 0.3, -0.1], [0.0, 0.2, 0.0], [0.1, 0.1, 0.2], [0.1, 0.0, 0.0], [0.1, -0.1, -0.2], [0.1, 0.1, -0.1], [0.1, 0.0, -0.1], [-0.3, 0.0, 0.0], [0.0, 0.0, -0.1], [-0.1, 0.0, 0.0], [-0.1, 0.0, 0.1], [0.2, 0.0, 0.0], [0.0, 0.1, -0.1], [-0.1, 0.0, 0.0], [0.1, -0.2, 0.0], [0.1, 0.2, 0.3], [0.0, 0.0, -0.3], [0.0, 0.0, 0.0], [-0.1, -0.1, 0.2], [-0.1, -0.2, 0.1], [0.0, 0.0, 0.0], [0.0, 0.0, 0.0], [0.0, 0.1, -0.1], [0.0, 0.0, 0.0]]
}